# C25H51N2O12P2

A cluster of 3 separate species, C25H51N2O12P2 in total (ωB97M-V with the def2-TZVPD basis set, OMol25).

CARTESIAN COORDINATES (ANGSTROEM)
C -2.6587 2.3508 -0.6474
C -2.8320 0.7479 -0.7297
C -1.5075 -0.0354 -1.1942
O -1.0516 -1.0588 -0.2733
C -0.2043 -0.5249 0.7527
N -0.9175 -0.5215 2.1077
N -2.1160 -1.0720 2.0630
C -2.7162 -0.9871 3.3177
C -2.2126 -0.3906 4.6226
C -3.1344 -0.3819 5.9257
O -3.0493 0.8258 6.7014
C -3.2212 2.0171 5.8950
C -4.5173 2.0061 4.9437
C -0.7826 0.1791 4.5761
C -0.2196 0.0455 3.1695
C 1.2709 0.6002 2.9223
C 2.3748 -0.5497 2.8375
O 2.2865 -1.6535 3.4020
O 3.5573 -0.2295 2.0883
H -2.3811 2.7150 -1.6888
H -3.6728 2.7607 -0.2859
H -1.8861 2.5908 0.1558
H -3.6624 0.5634 -1.5115
H -3.2651 0.4089 0.2680
H -0.7176 0.7325 -1.4926
H -1.7891 -0.5891 -2.1673
H 0.1474 0.5140 0.4473
H 0.6933 -1.2455 0.8295
H -3.7721 -1.4463 3.3651
H -4.2202 -0.6463 5.6357
H -2.7783 -1.2589 6.5842
H -3.3827 2.8830 6.6413
H -2.3009 2.3122 5.2795
H -4.6882 3.0765 4.5905
H -4.2338 1.4076 3.9936
H -5.4317 1.5100 5.4092
H -0.2620 0.6607 5.4566
H 1.5488 1.2540 3.8325
H 1.3361 1.3055 2.0186
H 3.3366 0.5150 1.4709
O 8.2355 3.7272 0.5767
P 8.3517 2.2224 0.3131
O 9.0468 1.8371 1.7810
C 8.5510 2.3968 2.9940
C 7.6915 1.4014 3.7507
O 9.7296 2.2809 -0.5982
C 10.1731 3.4948 -1.1910
C 11.1196 4.2317 -0.2633
O 8.3600 0.5595 -0.0741
C 7.7614 -0.4278 0.7408
C 6.2492 -0.3539 0.7047
H 7.9803 3.3122 2.8291
H 9.4212 2.6616 3.6031
H 6.7954 1.1490 3.1753
H 7.3744 1.8165 4.7096
H 8.2369 0.4740 3.9363
H 9.3283 4.1199 -1.4864
H 10.7051 3.2344 -2.1110
H 10.6936 4.3736 0.7336
H 11.3798 5.2129 -0.6712
H 12.0416 3.6598 -0.1237
H 8.1462 -0.3841 1.7590
H 8.0731 -1.3967 0.3437
H 5.8938 0.6432 0.9744
H 5.8188 -1.0817 1.3958
H 5.8814 -0.5663 -0.3005
O -5.5082 -1.0515 -5.7854
P -6.0765 -1.8886 -4.6349
O -6.3673 -3.2490 -5.5559
C -5.3976 -3.7231 -6.4877
C -4.6400 -4.9165 -5.9373
O -7.6037 -1.2554 -4.6688
C -7.8755 -0.0143 -5.3066
C -8.2607 -0.2285 -6.7575
O -6.6442 -2.7662 -3.2845
C -6.1061 -4.0118 -2.8882
C -4.7171 -3.8699 -2.3009
H -4.6860 -2.9493 -6.7800
H -5.9409 -4.0225 -7.3897
H -4.0597 -4.6319 -5.0545
H -3.9499 -5.3131 -6.6846
H -5.3255 -5.7126 -5.6396
H -7.0311 0.6710 -5.2095
H -8.7149 0.4482 -4.7785
H -7.5254 -0.8333 -7.2950
H -8.3684 0.7281 -7.2774
H -9.2098 -0.7680 -6.8261
H -6.1297 -4.7291 -3.7077
H -6.7711 -4.4126 -2.1194
H -4.0447 -3.3564 -2.9912
H -4.3018 -4.8539 -2.0692
H -4.7498 -3.2798 -1.3837

Its total charge is +1. The calculation puts the lowest unoccupied orbital energy at -5.10 eV. The energy relative to the best compared isomer or geometry (same formula, charge and spin) is 4.439 eV.


# C20H29BrN4O4P

A cluster of 2 separate species, C20H29BrN4O4P in total (ωB97M-V with the def2-TZVPD basis set, OMol25).

CARTESIAN COORDINATES (ANGSTROEM)
C -4.7110 0.4217 1.1411
C -3.4442 -0.2664 0.4387
C -2.1207 0.6274 0.3863
C -2.0532 2.1326 -0.0497
C -3.3576 2.9362 -0.4907
C -4.1151 3.7185 0.6978
C -3.5094 3.4904 2.1643
Br -3.9744 5.7047 0.3471
C -0.6902 2.9147 -0.1123
N -0.5494 4.2969 -0.5376
N 0.5524 2.2183 0.2459
C 1.8402 2.9307 0.1465
C 2.6121 3.1722 -1.2107
C 3.9550 3.9201 -1.0870
N 4.6459 4.4161 0.0470
C 3.9885 4.2377 1.2941
C 2.6369 3.5034 1.3660
C 0.5595 0.8366 0.6983
O 1.8171 0.2309 1.0413
C -0.7466 -0.0286 0.7986
C -0.5640 -1.5241 1.3168
P 0.0582 -2.7179 -0.0515
O -1.0241 -3.0689 -1.0746
O 0.5621 -4.1620 0.7470
O 1.4840 -2.1234 -0.8075
H -5.5149 -0.4077 1.2398
H -5.2077 1.2478 0.5196
H -4.5100 0.7590 2.2278
H -3.2087 -1.2178 1.0472
H -3.6543 -0.6263 -0.6332
H -3.0578 3.7379 -1.2685
H -4.0773 2.2273 -1.0201
H -5.2316 3.4360 0.6143
H -2.6194 4.1783 2.3577
H -4.3323 3.8192 2.9099
H -3.2190 2.4152 2.4073
H -0.0414 4.3935 -1.4292
H -1.4460 4.8039 -0.5377
H 2.1692 2.8171 -2.2153
H 4.4901 4.1020 -2.0950
H 4.4995 4.6509 2.2358
H 2.1708 3.3599 2.4096
H 1.9674 0.5183 1.9815
H -1.4606 -1.9584 1.8723
H 0.3021 -1.4974 2.0884
H 0.3365 -4.0677 1.7081
H 1.2732 -1.2488 -1.2259
C 1.7346 -5.6121 -1.8561
C 3.2253 -5.3200 -1.9890
C 4.0505 -6.5688 -2.3073
C 3.8964 -7.5772 -1.2040
N 3.7751 -8.3695 -0.3345
H 1.5301 -6.2961 -1.0288
H 1.1835 -4.6901 -1.6578
H 1.3384 -6.0547 -2.7752
H 3.5823 -4.8670 -1.0582
H 3.3737 -4.5821 -2.7832
H 5.1070 -6.3066 -2.4057
H 3.7231 -7.0160 -3.2498

Its total charge is +1. The calculation puts the lowest unoccupied orbital energy at -4.65 eV.


# C15H35AgClN5O5

A structure of composition C15H35AgClN5O5 (ωB97M-V with the def2-TZVPD basis set, OMol25).

CARTESIAN COORDINATES (ANGSTROEM)
Ag 0.1119 -3.5879 0.5440
Cl 0.3246 -0.7879 0.5659
C -2.9145 1.1363 -0.7790
C -2.1527 1.5887 -1.9870
O -2.7005 2.1959 -2.8816
N -0.8725 1.1838 -2.0837
C 0.0663 1.5266 -3.1804
H -3.5569 0.3301 -1.1334
H -3.5723 1.9701 -0.5335
H -2.3885 0.8334 0.1263
H -0.4982 0.6314 -1.3255
H 0.3895 2.5387 -2.9367
H -0.4265 1.5199 -4.1526
H 0.9697 0.9188 -3.1289
C 3.9156 -1.2853 -1.5413
C 4.1081 0.1837 -1.6450
O 5.1270 0.6909 -2.0402
N 3.0193 0.8779 -1.1522
C 2.8298 2.3166 -1.2113
H 4.1025 -1.5402 -0.4982
H 4.5098 -1.8525 -2.2578
H 2.8397 -1.4297 -1.6400
H 2.2038 0.3278 -0.9232
H 1.8071 2.6176 -0.9843
H 3.0183 2.6158 -2.2423
H 3.5732 2.8937 -0.6613
C -0.3801 -2.1959 3.9058
C -0.5934 -0.8363 4.5340
O -0.6665 -0.7339 5.7523
N -0.5067 0.2052 3.7134
C -0.5861 1.5729 4.1529
H 0.5976 -2.4219 3.4802
H -1.1561 -2.5874 3.2481
H -0.5328 -2.9140 4.7115
H -0.3664 0.0571 2.7243
H 0.3788 2.0797 4.1381
H -1.1319 1.6455 5.0936
H -1.2367 2.1493 3.4953
C 2.6576 1.9304 2.2280
C 1.6927 3.0411 1.8494
O 1.9945 4.1827 2.0149
N 0.5790 2.6600 1.2538
C -0.5040 3.5058 0.8581
H 2.5023 1.6951 3.2809
H 3.7006 2.2458 2.1966
H 2.6750 1.0067 1.6496
H 0.5524 1.6504 1.2416
H -0.4763 4.5223 1.2506
H -1.4555 3.1825 1.2804
H -0.6178 3.5337 -0.2256
C -2.2852 -2.1676 -1.6949
C -2.2758 -3.6645 -1.7842
O -1.7683 -4.2600 -0.8666
N -2.7435 -4.2825 -2.8454
C -2.9694 -5.7141 -2.9885
H -2.7416 -1.7983 -0.7766
H -2.7730 -1.7512 -2.5763
H -1.2706 -1.7722 -1.7436
H -2.9155 -3.7676 -3.6971
H -2.8917 -6.3114 -2.0801
H -2.3425 -6.2223 -3.7212
H -3.9769 -5.8796 -3.3701

The calculation puts the lowest unoccupied orbital energy at -1.95 eV. The energy relative to the best compared isomer or geometry (same formula, charge and spin) is 0.187 eV.


# C6H12O2

A cluster of 2 separate species, C6H12O2 in total (ωB97M-V with the def2-TZVPD basis set, OMol25).

CARTESIAN COORDINATES (ANGSTROEM)
O 0.4956 -0.3850 -3.1141
C -0.5959 -0.3951 -2.5656
C 0.0000 0.0000 0.0000
C -0.7944 -0.7708 -1.0854
H -1.5463 -0.0384 -3.0317
H 0.9600 -0.4729 0.2672
H -0.5821 0.1606 0.9230
H 0.2070 0.9807 -0.4604
H -0.6025 -1.8578 -1.0025
H -1.8368 -0.5873 -0.7613
O 3.6468 2.4990 -3.2237
C 4.3194 2.4796 -2.1604
C 3.6733 0.2009 -1.5116
C 4.8108 1.2071 -1.6185
H 4.8399 3.3268 -1.6516
H 3.9726 -0.8278 -1.2497
H 3.1442 0.1779 -2.4792
H 2.9786 0.5725 -0.7396
H 5.3032 1.2875 -0.6303
H 5.5053 0.6772 -2.2985

The calculation puts the lowest unoccupied orbital energy at 0.67 eV. The energy relative to the best compared isomer or geometry (same formula, charge and spin) is 2.442 eV.


# C4H11NO3

A cluster of 2 separate species, C4H11NO3 in total (ωB97M-V with the def2-TZVPD basis set, OMol25).

CARTESIAN COORDINATES (ANGSTROEM)
C -1.4506 0.5733 0.3295
C -2.2052 -0.6687 -0.1179
C -0.9841 1.4267 -0.8373
O -0.2746 0.2856 1.1832
H -0.5269 -0.3869 1.8266
H -2.1066 1.1718 0.9807
H -3.1359 -0.3799 -0.6045
H -1.8366 1.7284 -1.4329
H -2.4444 -1.3022 0.7354
H -1.6120 -1.2408 -0.8280
H -0.4720 2.3129 -0.4784
H -0.3022 0.8623 -1.4590
C 3.1027 -0.2707 0.1930
O 1.9183 -0.1732 -0.5902
N 0.9482 -1.0714 -0.3785
O 1.2025 -1.9994 0.3304
H 3.5414 -1.2732 0.0945
H 3.7805 0.4893 -0.1933
H 2.8576 -0.0840 1.2467

The calculation puts the lowest unoccupied orbital energy at 0.95 eV. The energy relative to the best compared isomer or geometry (same formula, charge and spin) is 4.394 eV.


# C4H8O2

An isolated molecule of C4H8O2 (ωB97M-V with the def2-TZVPD basis set, OMol25).

CARTESIAN COORDINATES (ANGSTROEM)
O -0.4589 -1.8245 0.7412
C -0.3254 -0.8927 -0.2879
C -1.2172 0.3685 -0.2055
C 0.0639 1.2199 -0.2774
C 0.9696 -0.0314 -0.1359
O 1.6862 -0.2763 1.0499
H 0.3176 -1.6775 1.3110
H -0.4095 -1.3756 -1.2694
H -1.8901 0.5392 -1.0494
H -1.8209 0.3634 0.7091
H 0.3259 1.3811 -1.3083
H 0.1258 2.2290 0.1453
H 1.6724 -0.1623 -0.9684
H 1.3617 0.3800 1.6745

The calculation puts the lowest unoccupied orbital energy at 0.84 eV. The energy relative to the best compared isomer or geometry (same formula, charge and spin) is 2.112 eV.


| no. | Kohn-Sham gap (hartree) |
| --- | --- |
| 1 | 0.2395 |
| 2 | 0.2930 |
| 3 | 0.2719 |
| 4 | 0.3872 |
| 5 | 0.3918 |
| 6 | 0.3934 |